[1]
# C6H9NO

The molecule C6H9NO in a non-equilibrium geometry (the ωB97M-V functional and the def2-TZVPD basis, OMol25).

Its SMILES is CCCC1(N=O)C=C1. The HOMO energy comes out at -7.83 eV. As for the spin multiplicity: 1.

CARTESIAN COORDINATES (ANGSTROEM)
C 1.786 -0.415 0.779
C 1.133 -0.632 -0.621
C -0.394 -0.890 -0.405
C -1.112 0.375 -0.168
N -2.776 -0.151 0.106
O -2.906 -1.331 0.031
C -0.753 1.575 0.594
C -0.978 1.757 -0.682
H 1.951 0.651 0.985
H 2.703 -0.870 0.741
H 1.258 -0.614 1.649
H 1.690 -1.405 -0.983
H 1.368 0.305 -1.343
H -0.376 -1.609 0.511
H -0.960 -1.242 -1.322
H -0.542 2.038 1.592
H -1.089 2.458 -1.465

Löwdin analysis output, partial charges in e:
1. C -0.1058
2. C -0.2110
3. C -0.1980
4. C -0.3765
5. N 0.0388
6. O -0.0475
7. C 0.0126
8. C 0.0438
9. H 0.0704
10. H 0.0365
11. H 0.0484
12. H 0.0492
13. H 0.1501
14. H 0.1450
15. H 0.1262
16. H 0.1277
17. H 0.0900

***

[2]
# C6H9NO

The molecule C6H9NO in a non-equilibrium geometry (the ωB97M-V functional and the def2-TZVPD basis, OMol25).

The HOMO energy comes out at -8.94 eV. As for the spin multiplicity: 1.

CARTESIAN COORDINATES (ANGSTROEM)
C 1.978 0.582 0.174
C 0.602 -0.600 0.289
C -1.003 -1.054 0.041
C -1.541 -0.007 0.917
C -1.098 1.017 -0.036
C 0.440 0.971 -0.122
H 2.111 0.734 1.197
H 2.778 0.920 -0.352
H 0.491 -0.533 1.386
H -1.324 -2.026 -0.297
H -2.653 -0.145 0.762
H -1.327 0.086 2.079
H -1.927 1.878 -0.051
H -0.498 -0.068 -1.890
H 0.365 0.801 -1.203
N -1.301 -0.120 -1.101
O 1.853 -0.783 -0.187

Löwdin analysis output, partial charges in e:
1. C -0.1278
2. C -0.3051
3. C -0.1898
4. C -0.2126
5. C -0.2349
6. C -0.0546
7. H 0.0971
8. H 0.0921
9. H 0.1227
10. H 0.1280
11. H 0.1332
12. H 0.1631
13. H 0.1718
14. H 0.1525
15. H 0.0793
16. N -0.0252
17. O 0.0103

***

[3]
# C6H9NO

A structure of composition C6H9NO in a non-equilibrium geometry (the ωB97M-V functional and the def2-TZVPD basis, OMol25).

The HOMO energy comes out at -8.97 eV. As for the spin multiplicity: 1.

CARTESIAN COORDINATES (ANGSTROEM)
C 0.331 -0.561 -0.031
C 1.796 -0.486 -0.401
C 0.353 0.942 -0.207
C -1.074 1.259 0.372
C -1.859 0.194 0.053
C -1.064 -0.968 -0.575
H -0.433 -0.688 1.742
H 2.055 -0.358 -1.496
H 2.492 -1.092 0.126
H 1.906 1.000 1.108
H 0.216 1.201 -1.266
H -1.517 2.155 0.779
H -2.885 0.071 0.324
H -1.378 -1.964 -0.379
H -1.168 -0.834 -1.646
N 1.799 0.982 0.110
O 0.430 -0.854 1.387

Löwdin analysis output, partial charges in e:
1. C -0.4500
2. C -0.0674
3. C -0.2710
4. C -0.0024
5. C -0.0853
6. C -0.0713
7. H 0.0721
8. H 0.1350
9. H 0.0994
10. H 0.0828
11. H 0.1466
12. H 0.0911
13. H 0.0931
14. H 0.0967
15. H 0.1141
16. N 0.0260
17. O -0.0097

***

[4]
# C6H9NO

The molecule C6H9NO in a non-equilibrium geometry (the ωB97M-V functional and the def2-TZVPD basis, OMol25).

Its SMILES is C=C(O)[C@H]1C(=C)N1C. The HOMO energy comes out at -7.89 eV. As for the spin multiplicity: 1.

CARTESIAN COORDINATES (ANGSTROEM)
C -0.975 0.148 1.951
C -1.220 -0.255 0.707
O -2.466 -0.668 0.333
C -0.040 -0.982 -0.518
C -0.186 0.357 -1.002
C -0.614 1.440 -1.645
N 1.090 -0.159 -0.692
C 2.330 -0.302 0.035
H -1.771 0.169 2.688
H 0.014 0.455 2.257
H -2.449 -0.884 -0.612
H -0.107 -2.016 -0.227
H -1.670 1.609 -1.805
H 0.109 2.115 -2.080
H 2.883 0.637 0.000
H 2.931 -1.070 -0.461
H 2.140 -0.594 1.072

Löwdin analysis output, partial charges in e:
1. C 0.0400
2. C -0.3420
3. O 0.0195
4. C -0.0514
5. C -0.3297
6. C 0.0514
7. N -0.0560
8. C -0.0533
9. H 0.0612
10. H 0.0494
11. H 0.1037
12. H 0.1472
13. H 0.0544
14. H 0.0594
15. H 0.0830
16. H 0.0833
17. H 0.0799

***

[5]
# C6H9NO

A cluster of 2 separate species, C6H9NO in total (the ωB97M-V functional and the def2-TZVPD basis, OMol25).

Its SMILES is [H]/N=C/CC(C)=O.C#C. The HOMO energy comes out at -9.55 eV. As for the spin multiplicity: 1.

CARTESIAN COORDINATES (ANGSTROEM)
H -0.557 1.412 2.333
N -0.449 1.150 1.359
C -0.223 -0.064 1.132
C -0.086 -0.548 -0.277
C -1.505 -0.709 -0.821
C -2.116 0.587 -1.260
O -2.059 -1.776 -0.855
H -0.153 -0.843 1.900
H 0.431 -1.506 -0.301
H 0.443 0.196 -0.868
H -1.680 0.877 -2.214
H -3.190 0.484 -1.379
H -1.878 1.358 -0.532
C 3.017 0.334 0.693
C 3.497 -0.643 0.203
H 2.596 1.190 1.129
H 3.913 -1.498 -0.242

Löwdin analysis output, partial charges in e:
1. H 0.0577
2. N 0.1026
3. C -0.2596
4. C -0.1349
5. C -0.4609
6. C -0.0180
7. O 0.0902
8. H 0.1249
9. H 0.1130
10. H 0.1144
11. H 0.0919
12. H 0.0851
13. H 0.0630
14. C -0.0062
15. C 0.0106
16. H 0.0140
17. H 0.0124

***

[6]
# C6H9NO

A cluster of 2 separate species, C6H9NO in total in a non-equilibrium geometry (the ωB97M-V functional and the def2-TZVPD basis, OMol25).

Its SMILES is C/C=C\N.C#CC=O. The HOMO energy comes out at -8.48 eV. As for the spin multiplicity: 1.

CARTESIAN COORDINATES (ANGSTROEM)
C 0.058 1.513 0.996
C 0.365 0.061 0.854
C -0.571 -0.940 0.611
N -1.948 -0.635 0.454
H -0.930 1.781 0.624
H 0.108 1.779 2.056
H 0.785 2.125 0.464
H 1.339 -0.261 1.197
H -0.354 -1.927 1.009
H -2.522 -1.459 0.340
H -2.326 -0.037 1.178
C 1.862 0.890 -1.871
C 1.160 0.030 -1.387
C 0.304 -1.253 -1.253
O 0.855 -2.344 -1.334
H 2.473 1.688 -2.202
H -0.660 -1.012 -1.735

Löwdin analysis output, partial charges in e:
1. C -0.0776
2. C -0.1504
3. C -0.2705
4. N 0.0417
5. H 0.0755
6. H 0.0883
7. H 0.0680
8. H 0.1276
9. H 0.1344
10. H 0.0847
11. H 0.0815
12. C 0.1189
13. C -0.1064
14. C -0.3828
15. O 0.0050
16. H 0.0247
17. H 0.1373

***

[7]
# C6H9NO

A structure of composition C6H9NO in a non-equilibrium geometry (the ωB97M-V functional and the def2-TZVPD basis, OMol25).

The HOMO energy comes out at -8.53 eV. As for the spin multiplicity: 1.

CARTESIAN COORDINATES (ANGSTROEM)
C 1.170 0.512 1.793
C 0.462 -0.403 0.631
C -1.133 -0.267 0.596
C -0.931 0.413 -0.800
C -1.130 0.185 -2.238
C 0.513 -0.367 -0.832
H 1.565 1.666 1.479
H 0.653 0.303 2.807
H 2.349 -0.016 2.249
H 0.889 -1.129 1.132
H -1.483 0.196 1.585
H -1.614 -1.177 0.881
H -0.537 1.410 -0.371
H -1.986 -0.198 -2.923
H -0.016 -1.360 -1.094
N 0.125 0.160 -2.852
O 1.102 0.072 -2.045

Löwdin analysis output, partial charges in e:
1. C -0.0964
2. C -0.3087
3. C -0.0880
4. C -0.1977
5. C -0.0578
6. C -0.2286
7. H 0.1122
8. H 0.0653
9. H 0.1386
10. H 0.0395
11. H 0.1222
12. H 0.0864
13. H 0.1687
14. H 0.1352
15. H 0.1743
16. N -0.0110
17. O -0.0542

***

[8]
# C6H9NO

A cluster of 2 separate species, C6H9NO in total in a non-equilibrium geometry (the ωB97M-V functional and the def2-TZVPD basis, OMol25).

The HOMO energy comes out at -7.98 eV. As for the spin multiplicity: 1.

CARTESIAN COORDINATES (ANGSTROEM)
C 1.584 -0.879 0.207
C 0.169 -0.662 0.218
C -1.027 -1.270 -0.136
C -2.313 -0.511 -0.275
C -1.882 0.815 0.024
C -0.455 0.859 0.477
H 2.580 1.158 0.439
H 2.337 0.337 -1.391
H 1.616 -1.141 1.259
H 1.867 -1.952 -0.025
H -1.129 -2.284 -0.365
H -3.480 -0.586 -0.556
H -2.662 1.671 0.093
H -0.698 1.018 1.565
H 0.895 1.226 -1.104
N 2.473 0.255 -0.289
O 0.125 1.944 -0.141

Löwdin analysis output, partial charges in e:
1. C -0.2788
2. C -0.1723
3. C -0.0812
4. C -0.0598
5. C -0.0869
6. C -0.4458
7. H 0.1776
8. H 0.1133
9. H 0.1132
10. H 0.1367
11. H 0.0661
12. H 0.1380
13. H 0.1318
14. H 0.1572
15. H 0.2932
16. N -0.0464
17. O -0.1558

***

[9]
# C6H9NO

A structure of composition C6H9NO in a non-equilibrium geometry (the ωB97M-V functional and the def2-TZVPD basis, OMol25).

The HOMO energy comes out at -7.63 eV. As for the spin multiplicity: 1.

CARTESIAN COORDINATES (ANGSTROEM)
C 0.443 0.613 -0.385
C -0.103 1.206 2.581
C 0.838 1.342 1.406
C 0.176 -0.705 -0.051
C 0.237 -1.102 -2.044
C -0.918 -1.157 -2.697
N -0.280 -1.528 0.738
O 1.824 2.037 1.446
H -0.535 -2.438 0.353
H -0.413 1.197 -0.701
H 1.417 0.826 -0.812
H 1.168 -1.491 -2.452
H -1.123 1.423 2.253
H 0.177 1.897 3.382
H -0.063 0.185 2.966
H -1.838 -0.755 -2.271
H -1.006 -1.551 -3.712

Löwdin analysis output, partial charges in e:
1. C -0.0620
2. C -0.0491
3. C -0.3041
4. C -0.3020
5. C -0.0884
6. C -0.0858
7. N 0.1702
8. O 0.0413
9. H 0.0843
10. H 0.1163
11. H 0.1023
12. H 0.0530
13. H 0.0808
14. H 0.0804
15. H 0.0712
16. H 0.0474
17. H 0.0441

***

[10]
# C6H9NO

A structure of composition C6H9NO in a non-equilibrium geometry (the ωB97M-V functional and the def2-TZVPD basis, OMol25).

The HOMO energy comes out at -9.02 eV. As for the spin multiplicity: 1.

CARTESIAN COORDINATES (ANGSTROEM)
C -1.204 1.769 -0.040
C -0.596 0.376 0.154
C 0.660 0.354 0.919
C 1.443 -0.476 -0.148
C 0.526 -1.688 -0.358
C -0.347 -0.554 -0.934
H -2.232 1.743 -0.519
H -0.562 2.180 -0.767
H -1.167 2.164 1.034
H -0.593 -1.203 1.606
H 0.911 1.253 1.513
H 2.561 -0.526 -0.013
H 0.997 -2.276 -1.204
H 0.309 -2.392 0.509
H -1.114 -0.614 -1.719
N -0.572 -0.110 1.398
O 0.980 0.001 -1.432

Löwdin analysis output, partial charges in e:
1. C 0.0123
2. C -0.5453
3. C -0.1726
4. C -0.2340
5. C -0.0580
6. C -0.1547
7. H 0.0931
8. H 0.0579
9. H 0.1145
10. H 0.1621
11. H 0.1540
12. H 0.1594
13. H 0.1369
14. H 0.1211
15. H 0.1606
16. N 0.0587
17. O -0.0659

***

no.,frontier orbital gap (eV)
1,8.225
2,9.898
3,9.957
4,8.667
5,10.422
6,8.734
7,9.253
8,8.053
9,8.449
10,10.030